*i*
5 unconnected molecules or ions with the total composition C4H16O4, computed with the ωB97M-V functional and the def2-TZVPD basis.

Structure (XYZ):
```
24
C4H16O4, DFT the ωB97M-V functional and the def2-TZVPD basis
C 3.2187 2.1306 3.5336
C 2.1267 1.6686 2.9448
C 1.9700 1.6450 1.4438
C 0.9098 1.1120 3.6549
H 3.2908 2.2705 4.6024
H 4.0389 2.5925 2.9748
H 2.4340 2.5796 1.0563
H 0.9563 1.7223 1.0602
H 2.7022 0.9591 1.0378
H 0.1325 1.8359 3.8102
H 1.1166 0.6535 4.6075
H 0.4473 0.3159 3.0572
O 0.8087 -0.4542 -5.9793
H 0.1372 0.2293 -5.8431
H 1.5395 -0.0776 -6.4613
O -0.3830 -6.7564 -2.8479
H -0.1901 -7.1774 -2.0091
H -1.2711 -6.3518 -2.8128
O -3.5950 0.4960 -3.8836
H -2.9949 1.0787 -4.3464
H -4.3612 1.0863 -3.7455
O -4.0323 -0.4082 1.1663
H -4.6003 0.1351 1.7195
H -4.4013 -1.2853 1.2595
```

Computed properties:
Structure (SMILES)   C=C(C)C.O.O.O.O
LUMO   0.0219 Eh
Net charge   0
Gap between HOMO and LUMO   9.7 eV

Here are the natural (NBO) charges for atoms 1 to 6, given in e:
1 C -0.429
2 C 0.036
3 C -0.671
4 C -0.648
5 H 0.195
6 H 0.192

=====

*ii*
5 unconnected molecules or ions with the total composition C4H16O4, computed with the ωB97M-V functional and the def2-TZVPD basis.

Structure (XYZ):
```
24
C4H16O4, DFT the ωB97M-V functional and the def2-TZVPD basis
C -0.2860 2.2598 -1.4913
C -1.2355 1.3948 -1.1399
C -2.4396 1.6782 -0.3089
C -1.0252 -0.0579 -1.5164
H 0.6286 1.9032 -1.9399
H -0.3602 3.3335 -1.3249
H -2.3286 1.1289 0.6312
H -2.6151 2.7291 -0.1083
H -3.3208 1.2429 -0.7976
H -0.0084 -0.2252 -1.8628
H -1.2246 -0.7012 -0.6614
H -1.7573 -0.3270 -2.2783
O 1.0056 -2.8751 0.4630
H 1.1745 -3.7039 0.9136
H 0.3249 -2.3447 0.9287
O 0.9281 0.9007 1.1949
H 1.6586 0.5711 0.6395
H 0.7364 1.7728 0.8328
O -0.4924 -1.3091 2.1021
H -0.0778 -1.3766 2.9744
H -0.1458 -0.4556 1.7618
O 2.7121 -0.8478 -0.2432
H 2.4325 -1.5060 0.4160
H 2.5313 -1.3327 -1.0579
```

Computed properties:
Structure (SMILES)   C=C(C)C.O.O.O.O
LUMO   0.0220 Eh
Net charge   0
Gap between HOMO and LUMO   9.9 eV

Here are the natural (NBO) charges for atoms 1 to 6, given in e:
1 C -0.463
2 C 0.059
3 C -0.652
4 C -0.642
5 H 0.196
6 H 0.195

=====

Preferred: *ii*; penalty for the next structure: 36.0 kcal/mol.

=====

*i*
4 unconnected molecules or ions with the total composition C4H16O4, computed with the ωB97M-V functional and the def2-TZVPD basis.

Structure (XYZ):
```
24
C4H16O4, DFT the ωB97M-V functional and the def2-TZVPD basis
C 1.3535 -2.0668 0.3049
O 0.5154 -1.3906 1.2631
H 1.6797 -3.0241 0.7228
H 0.6937 -2.3932 -0.5026
H 2.1482 -1.4424 -0.0929
H 1.1107 -1.0525 1.9439
C -1.5577 -4.1195 2.5355
O -1.7517 -3.1443 1.4999
H -0.7394 -4.7971 2.2800
H -1.4033 -3.5950 3.4796
H -2.4764 -4.7021 2.5554
H -0.9215 -2.6505 1.3975
C -0.4012 0.7218 -1.4852
O -0.9832 0.6456 -0.1723
H 0.0447 1.7182 -1.5168
H 0.4268 0.0076 -1.5260
H -1.0841 0.4977 -2.2989
H -0.3948 0.1090 0.3839
C 0.3779 4.9239 -2.0398
O 1.4440 5.8020 -1.6439
H 0.6217 3.8814 -1.8299
H -0.4809 5.2677 -1.4579
H 0.2072 5.0448 -3.1049
H 1.5708 5.7582 -0.6956
```

Computed properties:
Structure (SMILES)   CO.CO.CO.CO
LUMO   0.0114 Eh
Net charge   0
Gap between HOMO and LUMO   10.3 eV

Here are the natural (NBO) charges for atoms 1 to 6, given in e:
1 C -0.275
2 O -0.748
3 H 0.181
4 H 0.199
5 H 0.184
6 H 0.483

=====

*ii*
4 unconnected molecules or ions with the total composition C4H16O4, computed with the ωB97M-V functional and the def2-TZVPD basis.

Structure (XYZ):
```
24
C4H16O4, DFT the ωB97M-V functional and the def2-TZVPD basis
C -0.4772 0.0461 2.5786
O -1.0761 0.7258 1.6142
H -1.2269 -0.5992 3.0363
H 0.3549 -0.5460 2.1977
H -0.1060 0.6287 3.4218
H -0.3462 1.1485 1.1557
C 5.4422 3.8203 4.5027
O 4.5446 3.8228 3.5326
H 5.2697 3.0068 5.2073
H 6.4128 3.9070 4.0143
H 5.2919 4.7681 5.0196
H 4.6082 2.9590 3.1187
C -5.9362 -2.2830 -1.5079
O -7.1857 -2.1135 -2.2651
H -6.1277 -2.1456 -0.4437
H -5.4708 -3.2529 -1.6830
H -5.1985 -1.5314 -1.7893
H -6.9865 -1.6228 -3.0659
C 1.3030 -2.0380 -4.5161
O 2.0953 -1.0855 -5.2520
H 0.5624 -1.4142 -4.0157
H 0.7848 -2.7715 -5.1338
H 1.7642 -2.4101 -3.6012
H 1.7037 -1.0194 -6.1260
```

Computed properties:
Structure (SMILES)   CO.CO.CO.CO
LUMO   0.0171 Eh
Net charge   0
Gap between HOMO and LUMO   10.8 eV

Here are the natural (NBO) charges for atoms 1 to 6, given in e:
1 C -0.231
2 O -0.692
3 H 0.171
4 H 0.146
5 H 0.145
6 H 0.460

=====

Preferred: *i*; penalty for the next structure: 23.7 kcal/mol.

=====

*i*
5 unconnected molecules or ions with the total composition C4H16O4, computed with the ωB97M-V functional and the def2-TZVPD basis.

Structure (XYZ):
```
24
C4H16O4, DFT the ωB97M-V functional and the def2-TZVPD basis
C 1.7240 0.0128 -1.2594
C 0.2391 0.1329 -1.3074
C -0.4310 -0.5353 -2.2484
C -1.8429 -0.9332 -2.1133
H 2.2954 0.0994 -2.1982
H 2.3769 0.7650 -0.7474
H 2.1129 -0.9430 -0.9014
H -0.1975 0.6177 -0.4409
H 0.2925 -1.0127 -2.9189
H -2.4687 -0.1446 -1.6501
H -2.4555 -0.9753 -3.0339
H -2.1373 -1.8143 -1.5508
O -4.5765 0.2343 4.4830
H -4.1696 1.0839 4.2972
H -4.1921 -0.3703 3.8416
O 0.0249 0.6791 -6.0141
H -0.0695 -0.2110 -5.6620
H 0.4020 0.5497 -6.8896
O 5.9905 2.0096 0.7446
H 6.5557 2.7735 0.8794
H 5.9473 1.5182 1.5650
O -1.3190 -1.6684 6.2408
H -1.2193 -1.3173 7.1206
H -1.6271 -2.5615 6.1068
```

Computed properties:
Structure (SMILES)   C/C=C/C.O.O.O.O
LUMO   0.0284 Eh
Net charge   0
Gap between HOMO and LUMO   9.9 eV

Here are the natural (NBO) charges for atoms 1 to 6, given in e:
1 C -0.679
2 C -0.166
3 C -0.197
4 C -0.663
5 H 0.224
6 H 0.224

=====

*ii*
5 unconnected molecules or ions with the total composition C4H16O4, computed with the ωB97M-V functional and the def2-TZVPD basis.

Structure (XYZ):
```
24
C4H16O4, DFT the ωB97M-V functional and the def2-TZVPD basis
C 3.2429 -0.4052 -3.8380
C 3.0142 0.5072 -2.6801
C 2.0107 1.3428 -2.4705
C 1.8979 2.2736 -1.2899
H 2.3131 -0.6631 -4.3758
H 3.6006 0.2089 -4.6677
H 3.7847 -1.3100 -3.5859
H 3.7509 0.4825 -1.8757
H 1.1762 1.4584 -3.1465
H 2.6612 2.1571 -0.5233
H 0.9509 1.9824 -0.8250
H 1.8817 3.3081 -1.6180
O -0.5334 -4.3919 1.6324
H -0.3923 -4.6502 2.5417
H -1.4389 -4.4977 1.3264
O -3.2158 -0.4148 -0.2154
H -2.5953 -0.4370 0.5327
H -3.8491 -1.1257 -0.0723
O -0.8722 -0.8017 2.1530
H -0.1174 -1.3596 1.9353
H -0.5188 0.0649 2.3793
O -3.4808 2.8244 4.5669
H -3.9720 2.0238 4.8229
H -3.7271 2.7683 3.6212
```

Computed properties:
Structure (SMILES)   C/C=C/C.O.O.O.O
LUMO   0.0146 Eh
Net charge   0
Gap between HOMO and LUMO   9.4 eV

Here are the natural (NBO) charges for atoms 1 to 6, given in e:
1 C -0.661
2 C -0.192
3 C -0.181
4 C -0.635
5 H 0.216
6 H 0.227

=====

Preferred: *ii*; penalty for the next structure: 17.2 kcal/mol.

=====

*i*
2 unconnected molecules or ions with the total composition C4H12NO2, computed with the ωB97M-V functional and the def2-TZVPD basis.

Structure (XYZ):
```
19
C4H12NO2, DFT the ωB97M-V functional and the def2-TZVPD basis
C -0.3429 2.0061 0.1458
C -0.1142 0.4987 0.1709
C 0.8125 0.0964 -0.8856
C 2.1270 -0.5018 -0.5293
O 2.1272 -1.3291 0.4884
N -1.5083 -0.0297 -0.3564
H -0.7378 2.3902 1.0772
H -0.9540 2.2798 -0.6906
H 0.6875 2.4207 0.0518
H -0.0288 0.0057 1.1895
H 1.1040 0.8847 -1.5654
H 0.3453 -0.4955 -1.6921
H 3.0142 -0.2811 -1.1634
H -1.5774 -1.1026 -0.2878
H -1.3070 -0.0353 -1.4011
H -2.3991 0.3423 0.1233
H -0.5362 -2.5450 2.5562
H 0.0684 -2.3520 1.0920
O -0.7805 -2.2526 1.6765
```

Computed properties:
LUMO (spin up / spin down)   -0.4150 / -0.5151 Eh
Net charge   +2
2S+1   2
Gap between HOMO and LUMO (spin up / spin down)   8.2 / 5.4 eV

Here are the natural (NBO) charges for atoms 1 to 6, given in e:
1 C -0.632
2 C -0.057
3 C -0.578
4 C 0.485
5 O 0.025
6 N -0.723

=====

*ii*
3 unconnected molecules or ions with the total composition C4H12NO2, computed with the ωB97M-V functional and the def2-TZVPD basis.

Structure (XYZ):
```
19
C4H12NO2, DFT the ωB97M-V functional and the def2-TZVPD basis
C 0.3473 1.4994 3.2125
C 0.3720 1.1262 1.6876
C -0.3908 0.3663 0.9328
N -0.1685 0.2113 -0.4983
C -0.9120 0.8353 -1.3740
H -0.3538 2.3011 3.5350
H 0.2548 0.4811 3.7646
H 1.3525 2.0808 3.5989
H 1.3235 1.5030 1.2186
H -1.0719 -0.3170 1.5447
H 0.7659 -0.3239 -0.5307
H -0.8031 0.4532 -2.5061
H -1.7187 1.5112 -1.0896
H -0.9313 -2.3505 -3.3706
H -2.4687 -1.9816 -2.6181
O -1.5756 -1.7079 -2.9885
H 2.8700 -1.2706 -0.6285
H 2.0588 -1.8884 0.4300
O 2.0009 -1.3722 -0.3382
```

Computed properties:
LUMO (spin up / spin down)   -0.3527 / -0.5030 Eh
Net charge   +2
2S+1   2
Gap between HOMO and LUMO (spin up / spin down)   8.4 / 4.3 eV

Here are the natural (NBO) charges for atoms 1 to 6, given in e:
1 C -0.723
2 C 0.118
3 C 0.197
4 N -0.519
5 C 0.185
6 H 0.339

=====

Preferred: *i*; penalty for the next structure: 12.7 kcal/mol.